ORCA calculation (wB97M-V/def2-TZVPD) on C46H33KN5O3PS3 as an isolated structure.

Last column: Mulliken charge in e.
Geometry (Å):
K (-1.0465, 0.1969, 0.9542)  1.088
O (-7.7684, 0.7137, 5.0122)  -0.616
N (-6.8431, 0.3202, 5.7060)  0.963
O (-6.9471, 0.1077, 6.9036)  -0.626
C (-5.5381, 0.1013, 5.0758)  -0.172
C (-4.4878, 0.0625, 5.9220)  -0.630
C (-3.1623, -0.1260, 5.4536)  1.199
C (-2.0457, -0.1376, 6.3131)  -0.864
C (-0.8028, -0.3314, 5.7832)  -0.807
C (-0.6852, -0.5285, 4.3923)  -0.365
N (-1.7159, -0.5176, 3.5783)  0.220
C (-2.9342, -0.3026, 4.0855)  -0.287
C (-4.0605, -0.2363, 3.1609)  -0.132
N (-3.7652, -0.3594, 1.8542)  -0.119
C (-4.7360, -0.3070, 0.9757)  -0.324
C (-6.0775, -0.1522, 1.3439)  -0.863
C (-6.3985, -0.0175, 2.6682)  -0.519
C (-5.3746, -0.0385, 3.6394)  0.631
H (-4.6675, 0.1887, 6.9812)  0.481
H (-2.1900, 0.0158, 7.3767)  0.394
H (0.0856, -0.3252, 6.3989)  0.442
H (0.2859, -0.6800, 3.9341)  0.382
H (-4.4435, -0.3882, -0.0670)  0.510
H (-6.8496, -0.1279, 0.5863)  0.394
H (-7.4231, 0.1173, 2.9653)  0.467
C (2.1669, 0.0068, -3.8110)  -0.501
C (1.9378, -1.2980, -3.3862)  -0.788
C (1.9248, -1.6044, -2.0309)  -0.111
C (2.1582, -0.6119, -1.0789)  0.259
C (2.3650, 0.6973, -1.5152)  -0.351
C (2.3741, 1.0079, -2.8713)  -0.349
P (2.2078, -0.9070, 0.7431)  0.787
C (4.0284, -1.1822, 0.9523)  -0.087
C (4.5992, -0.7735, 2.1571)  -0.410
C (5.9529, -0.9628, 2.4128)  -0.633
C (6.7619, -1.5591, 1.4568)  -0.415
C (6.2098, -1.9636, 0.2465)  -0.636
C (4.8568, -1.7764, -0.0011)  -0.028
C (1.4705, -2.5737, 0.8732)  -0.357
C (2.1885, -3.7553, 1.0848)  -0.185
C (1.5000, -4.9616, 1.1809)  -0.656
C (0.1161, -4.9571, 1.0457)  -0.493
C (-0.5676, -3.7565, 0.8310)  -0.637
C (0.0619, -2.4947, 0.7523)  -0.186
H (2.1527, 0.2449, -4.8690)  0.408
H (1.7484, -2.0775, -4.1164)  0.348
H (1.7153, -2.6151, -1.6998)  0.393
H (2.5079, 1.4848, -0.7813)  -0.014
H (2.5291, 2.0339, -3.1849)  0.352
H (3.9682, -0.2839, 2.8918)  0.330
H (6.3777, -0.6261, 3.3509)  0.367
H (7.8202, -1.6954, 1.6458)  0.343
H (6.8384, -2.4208, -0.5093)  0.385
H (4.4348, -2.0876, -0.9501)  0.380
H (3.2713, -3.7432, 1.1778)  0.296
H (2.0374, -5.8885, 1.3551)  0.360
H (-0.4352, -5.8934, 1.1168)  0.306
H (-1.6542, -3.8195, 0.7371)  0.328
S (-1.4203, 3.2934, 0.4980)  -0.293
C (0.3157, 3.4116, 0.5522)  0.020
C (0.9856, 3.9502, -0.5560)  -0.761
C (2.3671, 4.0881, -0.6337)  0.669
C (2.9592, 4.6567, -1.8123)  -0.081
N (3.4344, 5.1138, -2.7583)  -0.711
C (3.1473, 3.6484, 0.4471)  0.846
C (2.5133, 3.0809, 1.5455)  -0.751
C (1.1134, 2.9428, 1.6577)  -0.083
S (0.4508, 2.1751, 3.0615)  -0.305
C (4.5805, 3.7785, 0.4363)  -0.192
N (5.7279, 3.8831, 0.4453)  -0.684
H (0.3848, 4.2804, -1.3941)  0.426
H (3.1188, 2.7218, 2.3673)  0.415
C (-0.5230, -0.6523, -7.9852)  -1.535
C (-0.7317, -0.1065, -6.5950)  1.285
C (-0.5183, 1.2397, -6.3117)  -0.840
C (-0.6962, 1.7330, -5.0257)  -0.783
C (-1.1062, 0.8798, -4.0133)  -0.123
C (-1.3111, -0.4645, -4.2715)  -0.645
C (-1.1282, -0.9476, -5.5582)  -0.545
S (-1.2284, 1.4870, -2.3148)  1.375
C (-2.7844, 2.3530, -2.5594)  -1.170
O (-1.5643, 0.2807, -1.4997)  -0.718
H (-0.1082, 0.1074, -8.6477)  0.350
H (-1.4637, -0.9996, -8.4189)  0.330
H (0.1636, -1.5009, -7.9734)  0.325
H (-0.1887, 1.9067, -7.1012)  0.248
H (-0.4874, 2.7755, -4.8072)  0.416
H (-1.5763, -1.1148, -3.4448)  0.447
H (-1.2749, -2.0043, -5.7573)  0.362
H (-3.5272, 1.6378, -2.9135)  0.343
H (-2.6330, 3.1589, -3.2788)  0.389
H (-3.0244, 2.7713, -1.5830)  0.321

Properties
**E_LUMO**: 0.093 Eh
**Charge**: -2
**Orbital gap**: 3.743 eV

=====

ORCA calculation (wB97M-V/def2-TZVPD) on C35H58N4O4SSbSi4V as an isolated structure.

Last column: Mulliken charge in e.
Geometry (Å):
V (-0.5167, -0.6870, -0.3818)  -0.593
C (1.0896, 2.1117, 3.7142)  -1.097
Sb (0.1459, 1.9540, 1.7879)  0.845
C (-0.3563, -0.1927, 1.7533)  1.822
C (0.7127, -1.1049, 2.3518)  -0.849
C (0.4646, -2.4800, 2.4466)  -0.044
C (1.4322, -3.3464, 2.9272)  -1.094
C (2.6496, -2.8325, 3.3249)  -0.890
C (2.8286, -1.4618, 3.2137)  -0.517
N (1.9069, -0.6214, 2.7414)  0.118
Si (-1.9222, -0.4251, 2.8559)  0.729
C (-2.6295, -2.1492, 3.0835)  -1.030
C (-3.3269, 0.7549, 2.5043)  -0.766
C (-1.4180, 0.0283, 4.6042)  -1.500
C (1.9313, 2.0953, 0.4232)  1.192
C (2.3711, 0.7068, 0.0541)  -1.076
C (3.7282, 0.3751, -0.0983)  -0.464
C (4.1428, -0.9158, -0.3351)  -1.251
C (3.1924, -1.9290, -0.4166)  -1.287
C (1.8902, -1.5355, -0.3381)  0.177
N (1.4811, -0.2750, -0.1553)  1.061
Si (3.3017, 3.0874, 1.3462)  1.285
C (4.6537, 3.7738, 0.2323)  -1.427
C (4.2593, 1.9987, 2.5390)  -1.358
C (2.5332, 4.5365, 2.2627)  -1.251
Si (1.4590, 3.1298, -1.1317)  0.008
C (2.6271, 2.6803, -2.5098)  -0.879
C (-0.2939, 2.8723, -1.6883)  0.166
C (1.4326, 4.9732, -0.8088)  -1.196
H (0.7927, 1.2572, 4.3099)  0.487
H (0.7464, 3.0361, 4.1865)  0.337
H (2.1672, 2.1162, 3.6244)  0.038
H (-0.4760, -2.8772, 2.1098)  0.219
H (1.2326, -4.4112, 2.9778)  0.446
H (3.4440, -3.4660, 3.7007)  0.481
H (3.7707, -1.0154, 3.5281)  0.389
H (-2.6983, -2.7721, 2.1899)  0.169
H (-3.6475, -2.0291, 3.4761)  0.452
H (-2.0436, -2.6950, 3.8294)  0.399
H (-3.8822, 0.5064, 1.5986)  0.089
H (-2.9862, 1.7947, 2.4735)  0.212
H (-4.0196, 0.6714, 3.3520)  0.476
H (-0.5189, -0.5028, 4.9390)  0.307
H (-2.2423, -0.2593, 5.2703)  0.476
H (-1.2554, 1.1038, 4.7304)  0.311
H (4.4661, 1.1647, -0.0169)  0.148
H (5.1969, -1.1419, -0.4484)  0.482
H (3.4454, -2.9708, -0.5493)  0.673
H (1.1074, -2.3002, -0.4218)  -0.375
H (5.3118, 2.9895, -0.1621)  0.425
H (5.2757, 4.4214, 0.8667)  0.415
H (4.3129, 4.3730, -0.6113)  0.367
H (3.8105, 1.0068, 2.6459)  0.221
H (4.3008, 2.4624, 3.5308)  0.519
H (5.2891, 1.8730, 2.1878)  0.365
H (2.8858, 5.4822, 1.8435)  0.433
H (2.8270, 4.5077, 3.3173)  0.462
H (1.4400, 4.5501, 2.2275)  0.164
H (2.5979, 1.6072, -2.7392)  0.108
H (3.6633, 2.9380, -2.2698)  0.372
H (2.3485, 3.2241, -3.4225)  0.530
H (-0.5222, 1.8326, -1.9321)  -0.930
H (-0.4622, 3.4782, -2.5889)  0.613
H (-0.9714, 3.2345, -0.9129)  0.062
H (2.3890, 5.4468, -0.5853)  0.352
H (0.7400, 5.2109, 0.0072)  0.252
H (1.0366, 5.4403, -1.7199)  0.451
O (-3.7363, -1.5100, 0.0959)  -0.586
C (-2.9989, -2.4041, -0.2339)  -0.666
N (-1.6106, -2.2833, -0.5189)  1.124
S (-0.9907, -3.7563, -1.0658)  0.978
O (0.0338, -4.2127, -0.1691)  -0.637
O (-0.6488, -3.6376, -2.4500)  -0.637
C (-2.4639, -4.6649, -0.8235)  0.776
C (-2.6674, -6.0207, -0.9758)  -1.007
C (-3.9321, -6.5014, -0.6700)  -0.631
C (-4.9444, -5.6467, -0.2305)  -0.643
C (-4.7136, -4.2860, -0.0805)  -0.678
C (-3.4532, -3.8095, -0.3819)  0.268
H (-1.8783, -6.6822, -1.3141)  0.531
H (-4.1343, -7.5597, -0.7739)  0.430
H (-5.9200, -6.0547, 0.0074)  0.449
H (-5.4821, -3.6081, 0.2708)  0.571
C (0.8186, -0.3687, -5.3035)  -1.350
Si (-0.6152, -0.1058, -4.1420)  0.513
C (-1.2905, 1.5928, -4.5082)  -1.033
C (-1.9420, -1.3655, -4.5342)  -1.227
C (0.1635, -0.3939, -2.4582)  0.268
H (0.5112, -0.2095, -6.3456)  0.340
H (1.2082, -1.3897, -5.2201)  0.325
H (1.6372, 0.3267, -5.0858)  0.308
H (-1.6878, 1.5730, -5.5316)  0.494
H (-0.5073, 2.3568, -4.4706)  0.228
H (-2.1045, 1.9030, -3.8407)  0.259
H (-1.9005, -1.6095, -5.6030)  0.476
H (-2.9547, -0.9994, -4.3325)  0.411
H (-1.7821, -2.2942, -3.9762)  0.313
H (0.4368, -1.4631, -2.5073)  0.633
H (1.0986, 0.1644, -2.4468)  -0.065
C (-3.7845, 0.4747, -1.9901)  -1.707
C (-2.8781, 1.0611, -0.9763)  0.188
N (-3.1278, 2.2330, -0.4943)  0.164
O (-1.8212, 0.4661, -0.6060)  0.300
H (-4.1044, 1.2429, -2.6942)  0.666
H (-4.6559, 0.0650, -1.4822)  0.424
H (-3.2770, -0.3261, -2.5183)  -0.226
H (-3.9881, 2.7040, -0.7253)  0.275
H (-2.5544, 2.5894, 0.2615)  0.147

Properties
**Energy above the lowest of the compared OMol25 structures with the same formula, charge and spin**: 15.7 kcal/mol
**Spin multiplicity**: 2
**E_LUMO (alpha / beta)**: -0.149 / -0.104 Eh
**Charge**: +1
**Orbital gap (alpha / beta)**: 6.586 / 7.741 eV

=====

F_max
In order: 0.60, 2.80
Unit: eV/Å